Record 1
{
  "formula": "C3H9NO2Si",
  "method": "the ωB97M-V functional and the def2-TZVPD basis",
  "species": ["C", "C", "C", "N", "O", "O", "Si", "H", "H", "H", "H", "H", "H", "H", "H", "H"],
  "positions_angstrom": [[-0.680, 0.017, 1.942], [-1.697, 1.363, -1.906], [0.742, -1.909, -0.505], [1.761, 0.919, 0.390], [1.682, 2.056, 0.793], [2.867, 0.458, -0.026], [0.302, -0.146, 0.289], [-0.723, 1.063, 2.190], [-1.628, -0.512, 1.959], [0.022, -0.378, 2.717], [-1.434, 2.413, -1.797], [-1.196, 0.573, -2.587], [-2.453, 0.722, -1.495], [1.765, -1.819, -0.848], [0.502, -2.703, 0.218], [0.168, -2.118, -1.333]],
  "forces_ev_per_angstrom": [[2.23, -0.67, -0.24], [1.80, -3.13, -1.02], [0.42, 1.74, 2.72], [3.34, -0.50, -0.63], [-0.69, 0.50, 0.39], [-2.02, 0.23, 0.47], [-2.08, -1.17, -1.00], [-0.52, 0.48, -0.14], [0.02, 0.15, -0.04], [-0.67, -0.14, -0.34], [-0.30, -0.58, 0.00], [-0.11, 2.30, 0.60], [-0.89, 1.01, 0.90], [0.36, -0.36, 0.38], [0.69, 0.22, -0.07], [-1.57, -0.08, -1.97]],
  "fmax_ev_per_a": 3.75,
  "charge": 0,
  "gap_ev": [8.1, 7.4],
  "total_energy_ev": -16713.5965,
  "de_lowest_ev": 9.075
}



Record 2
{
  "formula": "C19H30N3O",
  "method": "the ωB97M-V functional and the def2-TZVPD basis",
  "species": ["O", "C", "C", "N", "C", "C", "C", "C", "C", "C", "C", "N", "C", "C", "C", "C", "N", "C", "C", "C", "C", "C", "C", "H", "H", "H", "H", "H", "H", "H", "H", "H", "H", "H", "H", "H", "H", "H", "H", "H", "H", "H", "H", "H", "H", "H", "H", "H", "H", "H", "H", "H", "H"],
  "positions_angstrom": [[0.890, 0.434, -1.171], [0.730, 1.329, -0.333], [2.019, 2.131, 0.017], [3.058, 1.485, -0.795], [4.174, 0.782, -0.090], [3.633, -0.474, 0.589], [4.619, -1.037, 1.619], [5.608, -2.060, 1.055], [6.156, -1.744, -0.339], [6.465, -0.267, -0.586], [5.264, 0.513, -1.126], [-0.377, 1.683, 0.291], [-1.678, 1.147, 0.167], [-2.685, 1.715, 0.946], [-3.974, 1.249, 0.876], [-4.316, 0.184, 0.017], [-5.580, -0.277, -0.058], [-6.024, -1.280, -1.007], [-7.548, -1.228, -0.916], [-7.781, -0.833, 0.539], [-6.662, 0.173, 0.796], [-3.282, -0.376, -0.759], [-1.993, 0.095, -0.688], [2.245, 2.054, 1.082], [1.896, 3.182, -0.245], [2.405, 0.739, -1.299], [3.447, 2.113, -1.499], [4.566, 1.466, 0.673], [2.704, -0.225, 1.104], [3.399, -1.233, -0.158], [5.163, -0.208, 2.075], [4.058, -1.522, 2.418], [6.438, -2.140, 1.759], [5.127, -3.038, 1.013], [7.070, -2.324, -0.471], [5.456, -2.089, -1.102], [6.842, 0.199, 0.324], [7.254, -0.199, -1.337], [5.622, 1.472, -1.512], [4.835, -0.048, -1.961], [-0.321, 2.449, 0.952], [-2.451, 2.535, 1.611], [-4.730, 1.717, 1.483], [-5.650, -2.271, -0.720], [-5.667, -1.048, -2.014], [-7.937, -0.455, -1.580], [-8.009, -2.177, -1.177], [-7.659, -1.702, 1.186], [-8.767, -0.407, 0.709], [-6.976, 1.186, 0.512], [-6.354, 0.183, 1.844], [-3.493, -1.199, -1.421], [-1.226, -0.357, -1.294]],
  "forces_ev_per_angstrom": [[-0.41, -0.03, 0.10], [0.57, 0.24, 0.07], [-0.56, 0.07, 0.22], [-0.27, -0.38, -0.65], [0.42, -0.37, 0.09], [0.08, 0.19, 0.25], [-0.01, -0.15, -0.11], [-0.02, 0.06, -0.07], [0.13, 0.03, 0.21], [-0.14, -0.15, -0.21], [0.09, 0.14, 0.27], [0.29, 0.26, 0.15], [-0.70, -0.33, -0.10], [0.35, -0.14, -0.21], [-0.17, -0.09, -0.02], [0.41, 0.13, 0.00], [-0.38, -0.13, -0.02], [0.04, -0.25, -0.23], [0.11, -0.03, 0.09], [0.07, 0.10, -0.08], [-0.15, 0.20, 0.22], [-0.29, 0.01, 0.08], [0.29, 0.19, 0.08], [0.08, -0.01, -0.10], [0.11, -0.09, -0.02], [0.52, 0.55, 0.19], [-0.11, -0.02, 0.12], [-0.13, 0.00, -0.08], [-0.10, -0.02, -0.03], [-0.14, -0.01, -0.12], [-0.01, 0.04, 0.09], [0.01, 0.10, 0.05], [0.01, -0.09, 0.02], [0.03, -0.05, 0.08], [-0.04, -0.05, -0.09], [0.01, -0.05, -0.08], [0.12, 0.10, 0.05], [0.02, 0.08, 0.06], [-0.07, 0.06, -0.08], [-0.06, 0.01, -0.08], [0.19, -0.11, -0.14], [-0.01, 0.11, 0.10], [-0.10, 0.05, 0.06], [0.02, 0.00, -0.11], [0.03, -0.06, 0.02], [-0.01, 0.00, -0.04], [-0.01, -0.01, -0.07], [-0.01, -0.01, 0.04], [-0.03, -0.01, 0.07], [0.00, 0.01, 0.11], [-0.02, 0.07, -0.02], [-0.04, -0.10, -0.07], [0.01, -0.04, -0.04]],
  "fmax_ev_per_a": 0.80,
  "smiles": "O=C(C[NH2+]C1CCCCCC1)Nc1ccc(N2CCCC2)cc1",
  "charge": 1,
  "gap_ev": 7.2,
  "total_energy_ev": -26702.8316,
  "de_lowest_ev": 0.000
}



Record 3
{
  "formula": "C20H15Co2N2O7",
  "method": "the ωB97M-V functional and the def2-TZVPD basis",
  "species": ["C", "O", "C", "C", "C", "C", "N", "C", "N", "C", "C", "C", "C", "C", "H", "H", "H", "H", "H", "H", "H", "H", "H", "H", "H", "H", "O", "C", "Co", "C", "O", "C", "O", "C", "C", "C", "Co", "C", "O", "C", "O", "C", "O", "H", "H", "H"],
  "positions_angstrom": [[-5.262, 4.710, -1.495], [-4.629, 4.364, -0.237], [-3.301, 4.055, -0.254], [-2.726, 3.600, 0.960], [-1.403, 3.178, 0.998], [-0.590, 3.371, -0.119], [0.774, 3.121, -0.024], [1.315, 2.138, 0.761], [2.640, 2.152, 0.452], [3.605, 1.178, 0.900], [2.949, 3.228, -0.401], [1.779, 3.809, -0.726], [-1.123, 3.858, -1.312], [-2.482, 4.152, -1.405], [-6.294, 4.878, -1.197], [-4.828, 5.627, -1.920], [-5.197, 3.882, -2.218], [-3.366, 3.594, 1.837], [-0.985, 2.743, 1.900], [3.081, 0.403, 1.472], [4.109, 0.709, 0.039], [4.378, 1.648, 1.528], [3.955, 3.439, -0.694], [1.569, 4.657, -1.345], [-0.502, 3.968, -2.193], [-2.908, 4.448, -2.362], [4.724, -5.291, 0.572], [3.622, -5.395, 0.224], [1.921, -5.487, -0.238], [1.789, -4.785, -1.843], [1.701, -4.351, -2.922], [1.359, -7.154, -0.417], [0.969, -8.237, -0.549], [0.903, -4.735, 1.284], [1.025, -3.322, 1.277], [1.928, -2.340, 1.347], [-0.528, -3.890, 0.655], [-0.972, -2.871, -0.782], [-1.442, -2.348, -1.689], [-1.406, -3.149, 2.006], [-1.963, -2.698, 2.909], [-1.520, -5.318, 0.321], [-2.192, -6.233, 0.093], [0.884, -5.388, 2.160], [1.752, -1.418, 0.796], [2.886, -2.501, 1.849]],
  "forces_ev_per_angstrom": [[0.45, -0.22, 0.93], [-0.19, 0.17, -0.73], [1.18, -0.22, -0.34], [-0.38, 0.08, -0.92], [-0.54, 0.56, -0.02], [-0.94, 0.45, -0.25], [2.38, -0.25, 0.11], [-0.06, -0.86, -0.21], [-0.72, 1.39, -0.35], [0.39, -0.32, 0.26], [-0.45, -0.81, 0.16], [-0.25, -0.21, 0.30], [-0.28, -0.23, 0.35], [-0.68, 0.02, 0.79], [-0.01, 0.05, -0.29], [-0.10, -0.25, 0.11], [0.02, 0.23, 0.23], [0.13, -0.25, -0.07], [0.06, 0.16, -0.12], [0.15, 0.28, -0.18], [-0.29, 0.14, 0.27], [-0.26, -0.11, -0.10], [0.18, 0.11, -0.17], [0.01, 0.14, -0.10], [0.01, -0.08, 0.12], [0.17, 0.00, 0.24], [-0.81, -0.53, -0.64], [0.02, 1.30, 1.22], [-1.36, 0.32, -0.79], [0.45, 0.96, -2.69], [0.01, -0.58, 1.66], [-1.05, -1.42, 0.46], [0.58, 0.86, -0.03], [3.51, -0.94, 3.19], [3.44, -0.20, 0.84], [-0.49, -0.11, 0.03], [-3.72, 0.38, -2.97], [-0.56, 0.27, -0.90], [0.57, -0.20, 0.66], [-0.65, 0.23, 1.05], [0.70, -0.42, -1.09], [-1.64, -1.84, -0.60], [1.20, 1.32, 0.46], [-0.08, 0.39, -0.03], [0.00, 0.16, 0.47], [-0.13, 0.05, -0.31]],
  "fmax_ev_per_a": 4.83,
  "charge": -1,
  "gap_ev": 6.0,
  "total_energy_ev": -113545.8380
}



Record 4
{
  "formula": "C6H10N2",
  "method": "the ωB97M-V functional and the def2-TZVPD basis",
  "species": ["C", "N", "C", "C", "N", "C", "C", "C", "H", "H", "H", "H", "H", "H", "H", "H", "H", "H"],
  "positions_angstrom": [[1.159, 0.712, -1.053], [0.048, 0.378, -1.723], [-0.466, -0.818, -1.179], [-1.035, -1.043, 0.430], [-1.141, -0.083, 1.474], [0.191, 0.546, 1.739], [0.732, 0.389, 0.389], [0.437, -1.154, -0.092], [1.994, 0.086, -0.958], [1.320, 1.859, -1.233], [-0.258, 1.268, -2.244], [-1.346, -1.239, -1.815], [-1.464, -2.126, 0.567], [-1.806, 0.794, 1.296], [0.757, 0.043, 2.594], [0.099, 1.692, 1.962], [-0.319, 0.802, 0.104], [1.100, -2.108, -0.260]],
  "forces_ev_per_angstrom": [[4.00, 5.71, 3.04], [-1.62, 1.27, -4.84], [-4.60, 0.72, -1.00], [1.33, -2.88, -1.17], [-2.13, 2.30, 2.34], [0.77, 1.02, 2.89], [-2.43, -0.79, -2.75], [-1.44, -1.37, 1.38], [1.95, -0.47, -2.24], [0.61, -2.09, 0.28], [-0.85, -2.81, 1.06], [2.53, -0.43, 0.97], [0.05, 2.46, -0.25], [1.44, -2.92, 0.16], [-0.89, 0.57, -0.97], [-0.04, -2.17, -0.09], [2.18, -0.18, -0.16], [-0.87, 2.07, 1.35]],
  "fmax_ev_per_a": 7.60,
  "smiles": "C1N[C@@H]2[C@@H]3NC[C@H]1[C@H]23",
  "charge": 0,
  "gap_ev": 8.4,
  "total_energy_ev": -9355.5923,
  "de_lowest_ev": 8.845
}



Record 5
{
  "formula": "C51H43N4P2SiTl",
  "method": "the ωB97M-V functional and the def2-TZVPD basis",
  "species": ["Tl", "C", "Si", "C", "C", "C", "C", "C", "C", "P", "C", "C", "C", "C", "C", "C", "C", "C", "C", "C", "C", "C", "C", "C", "C", "C", "C", "C", "P", "C", "C", "C", "C", "C", "C", "C", "C", "C", "C", "C", "C", "H", "H", "H", "H", "H", "H", "H", "H", "H", "H", "H", "H", "H", "H", "H", "H", "H", "H", "H", "H", "H", "H", "H", "H", "H", "H", "H", "H", "H", "H", "H", "N", "C", "C", "C", "C", "N", "C", "C", "H", "H", "H", "H", "N", "C", "C", "C", "C", "C", "C", "H", "H", "H", "H", "H", "C", "C", "N", "H", "H", "H"],
  "positions_angstrom": [[1.485, -1.021, 1.003], [1.122, 4.199, -1.229], [0.475, 2.612, -0.308], [-0.277, 1.772, -1.931], [-1.653, 1.785, -2.230], [-2.163, 1.367, -3.448], [-1.304, 0.929, -4.451], [0.051, 0.865, -4.179], [0.560, 1.240, -2.931], [2.343, 0.982, -2.551], [2.472, -0.852, -2.623], [1.462, -1.713, -3.041], [1.629, -3.090, -2.967], [2.812, -3.626, -2.480], [3.833, -2.777, -2.076], [3.660, -1.404, -2.140], [3.076, 1.438, -4.186], [4.012, 0.655, -4.857], [4.655, 1.127, -5.995], [4.377, 2.393, -6.485], [3.443, 3.186, -5.827], [2.806, 2.715, -4.691], [-1.244, 3.280, 0.337], [-1.796, 4.511, -0.038], [-3.078, 4.896, 0.332], [-3.863, 4.032, 1.087], [-3.334, 2.815, 1.491], [-2.032, 2.451, 1.144], [-1.248, 0.887, 1.746], [-2.723, -0.155, 2.115], [-3.626, -0.416, 1.078], [-4.631, -1.358, 1.218], [-4.745, -2.082, 2.400], [-3.844, -1.850, 3.428], [-2.841, -0.898, 3.286], [-0.741, 1.433, 3.442], [0.096, 0.599, 4.183], [0.461, 0.942, 5.480], [0.008, 2.120, 6.051], [-0.806, 2.969, 5.311], [-1.177, 2.628, 4.019], [0.445, 4.583, -2.003], [2.070, 3.954, -1.717], [1.323, 5.002, -0.515], [-2.352, 2.144, -1.483], [-3.233, 1.403, -3.626], [-1.685, 0.637, -5.422], [0.731, 0.507, -4.945], [0.525, -1.314, -3.405], [0.821, -3.744, -3.276], [2.928, -4.700, -2.396], [4.751, -3.181, -1.669], [4.441, -0.751, -1.773], [4.236, -0.340, -4.493], [5.379, 0.497, -6.501], [4.883, 2.762, -7.369], [3.212, 4.177, -6.199], [2.080, 3.341, -4.183], [-1.210, 5.181, -0.656], [-3.471, 5.857, 0.018], [-4.876, 4.303, 1.364], [-3.940, 2.154, 2.099], [-3.535, 0.130, 0.144], [-5.315, -1.541, 0.398], [-5.525, -2.826, 2.513], [-3.904, -2.425, 4.344], [-2.134, -0.751, 4.092], [0.520, -0.315, 3.758], [1.114, 0.272, 6.027], [0.291, 2.383, 7.065], [-1.149, 3.904, 5.738], [-1.803, 3.306, 3.455], [-4.413, -3.851, -3.847], [-3.669, -3.482, -3.050], [-2.734, -3.018, -2.049], [-2.246, -1.717, -2.095], [-1.343, -1.334, -1.115], [-0.946, -2.146, -0.142], [-1.418, -3.388, -0.099], [-2.315, -3.878, -1.038], [-2.549, -1.022, -2.867], [-0.912, -0.337, -1.112], [-1.067, -4.006, 0.722], [-2.682, -4.894, -0.980], [1.893, -1.743, 2.973], [1.267, -2.777, 3.488], [1.908, -3.747, 4.358], [1.255, -4.841, 4.875], [-0.103, -5.095, 4.630], [-0.780, -4.170, 3.833], [-0.148, -3.066, 3.297], [2.960, -3.583, 4.571], [1.816, -5.537, 5.497], [-0.602, -5.963, 5.041], [-1.842, -4.311, 3.637], [-0.709, -2.362, 2.683], [4.101, 1.313, 2.131], [4.813, 0.422, 1.222], [5.389, -0.269, 0.510], [4.344, 1.053, 3.160], [3.026, 1.210, 1.981], [4.374, 2.346, 1.916]],
  "forces_ev_per_angstrom": [[0.25, 0.12, -0.60], [-0.05, -0.05, -0.15], [0.09, 0.02, 0.17], [0.02, 0.25, -0.09], [-0.02, 0.05, -0.02], [0.06, 0.12, -0.04], [-0.03, 0.05, -0.01], [0.01, 0.02, 0.00], [0.01, 0.10, 0.04], [-0.11, -0.04, -0.08], [0.11, -0.01, -0.02], [-0.03, -0.05, -0.02], [-0.01, 0.03, 0.02], [-0.01, 0.01, 0.01], [0.00, -0.01, 0.01], [-0.02, 0.02, -0.08], [0.08, 0.09, 0.07], [-0.02, -0.05, -0.04], [-0.01, 0.00, 0.00], [-0.01, 0.02, 0.00], [0.01, -0.01, -0.03], [-0.03, -0.04, 0.03], [0.11, 0.06, -0.27], [0.03, 0.09, 0.04], [0.01, -0.10, 0.06], [0.03, 0.04, -0.05], [-0.01, 0.04, 0.07], [-0.22, -0.25, 0.05], [-0.10, 0.24, 0.29], [0.09, -0.10, -0.08], [0.00, 0.09, -0.02], [0.01, -0.03, 0.01], [0.00, 0.02, -0.01], [-0.01, 0.00, 0.01], [-0.07, 0.08, 0.05], [-0.18, -0.01, -0.06], [0.09, -0.08, 0.04], [-0.01, 0.01, -0.02], [0.01, -0.02, 0.03], [0.01, 0.01, 0.01], [0.05, 0.00, -0.01], [-0.02, 0.03, -0.01], [0.03, 0.02, 0.03], [0.01, 0.01, 0.04], [-0.01, 0.05, -0.02], [-0.02, 0.01, 0.00], [0.00, -0.03, 0.00], [0.00, 0.00, 0.00], [0.04, -0.07, 0.05], [-0.01, 0.00, 0.01], [0.01, 0.00, -0.01], [0.01, 0.01, 0.01], [0.01, -0.01, 0.07], [0.01, 0.01, 0.00], [0.00, -0.01, 0.00], [-0.01, 0.00, -0.01], [0.00, 0.00, 0.00], [0.01, 0.02, 0.00], [0.00, 0.01, -0.02], [0.00, 0.00, -0.01], [0.00, 0.01, 0.01], [0.02, -0.04, 0.00], [-0.01, 0.01, 0.01], [-0.02, 0.01, -0.01], [0.01, -0.02, -0.01], [0.01, 0.00, 0.01], [0.00, -0.02, 0.01], [-0.05, 0.03, -0.07], [0.00, 0.00, 0.01], [0.01, 0.01, -0.01], [-0.01, 0.00, 0.00], [-0.01, 0.00, 0.00], [0.12, 0.05, 0.14], [-0.02, 0.02, -0.02], [-0.08, -0.08, -0.10], [-0.07, -0.09, -0.04], [0.11, -0.05, 0.06], [-0.11, -0.20, 0.09], [-0.08, 0.04, -0.07], [0.02, 0.04, 0.04], [0.03, -0.09, 0.07], [-0.06, -0.20, 0.05], [0.00, 0.03, 0.02], [-0.01, 0.00, -0.01], [0.17, -0.03, 0.29], [-0.32, -0.21, 0.18], [0.04, 0.11, -0.07], [-0.04, -0.10, 0.05], [0.06, 0.03, -0.03], [-0.06, 0.00, 0.03], [0.13, 0.06, -0.06], [0.01, -0.01, -0.01], [0.01, 0.01, 0.01], [0.00, 0.00, 0.02], [-0.01, 0.01, -0.03], [0.02, -0.07, 0.02], [-0.07, -0.06, -0.08], [-0.06, 0.04, 0.06], [0.17, 0.01, -0.04], [-0.04, -0.01, 0.01], [0.00, 0.03, -0.01], [0.02, 0.00, 0.03]],
  "fmax_ev_per_a": 0.66,
  "charge": -2,
  "gap_ev": 4.4,
  "total_energy_ev": -90692.7182,
  "de_lowest_ev": 0.000
}



Record 6
{
  "formula": "C2H8N3O",
  "method": "the ωB97M-V functional and the def2-TZVPD basis",
  "species": ["C", "C", "N", "N", "N", "O", "H", "H", "H", "H", "H", "H", "H", "H"],
  "positions_angstrom": [[-1.115, 0.051, -0.014], [-2.215, 0.829, -0.684], [-1.264, -1.409, 0.339], [-0.424, 0.554, 1.011], [3.424, -0.438, 0.072], [-0.479, -1.021, -0.644], [-1.926, 0.894, -1.730], [-2.155, 1.863, -0.408], [-3.117, 0.382, -0.222], [-0.866, -1.838, 1.222], [-0.624, 1.446, 1.477], [4.314, -0.541, 0.396], [3.300, 0.411, -0.344], [3.147, -1.184, -0.472]],
  "forces_ev_per_angstrom": [[-2.33, 3.04, 1.46], [0.79, -0.86, 0.46], [-0.97, 0.70, 0.74], [2.16, -1.07, 0.47], [-2.06, -0.49, 1.89], [1.94, -1.59, -0.17], [-1.24, -0.78, -0.52], [0.08, 0.48, 0.73], [-0.12, 0.37, -1.50], [0.43, -0.10, -1.09], [-0.70, -0.18, -0.56], [2.80, -0.37, 0.99], [-0.30, 2.47, -1.47], [-0.48, -1.61, -1.44]],
  "fmax_ev_per_a": 4.10,
  "charge": 1,
  "gap_ev": [4.7, 4.1],
  "total_energy_ev": -8707.3305,
  "de_lowest_ev": 9.145
}